53
Properties=species:S:1:pos:R:3 method="wB97M-V/def2-TZVPD" e_lumo_ev="-4.5 / -7.4" de_lowest_kj_mol=646.5 orbital_gap_ha="0.21974 / 0.11185" multiplicity=2 e_homo_ev="-10.43 / -10.43" total_charge=+1
Sr -0.13 -0.03 -0.02
H -0.13 -0.47 -3.63
H 1.28 0.15 -1.89
P -0.88 2.37 -0.45
P 0.40 -2.52 0.14
C -1.14 -3.37 0.47
H -0.90 -4.44 0.52
H -1.61 -3.07 1.43
H -1.90 -3.22 -0.33
C 1.02 -3.24 -1.36
H 2.03 -2.88 -1.64
H 1.10 -4.32 -1.17
H 0.36 -3.09 -2.23
C 1.51 -3.00 1.45
H 1.17 -2.69 2.45
H 1.55 -4.10 1.43
H 2.53 -2.61 1.31
C -1.57 2.58 -2.09
H -1.98 3.59 -2.12
H -0.81 2.48 -2.89
H -2.38 1.87 -2.32
C -2.20 2.75 0.68
H -1.89 2.73 1.74
H -2.54 3.77 0.44
H -3.07 2.07 0.59
C 0.34 3.65 -0.24
H 1.18 3.57 -0.96
H -0.18 4.59 -0.42
H 0.77 3.67 0.77
C 1.36 0.57 1.42
O 2.20 0.90 2.19
H 2.17 1.18 -2.82
H 2.64 -0.41 -2.63
H 1.48 -1.14 -4.54
H 0.93 0.74 -4.76
B 1.02 -0.17 -3.96
N 1.85 0.22 -2.73
H -1.20 -0.48 -1.32
O -3.27 -2.29 3.79
C -2.99 -1.26 4.64
C -3.48 -1.44 5.96
C -3.27 -0.48 6.94
C -2.57 0.69 6.62
C -2.08 0.87 5.33
C -2.27 -0.08 4.31
C -1.58 0.19 2.96
O -0.75 1.14 2.99
O -1.81 -0.52 1.92
H -2.98 -2.19 2.86
H -4.02 -2.35 6.22
H -3.65 -0.63 7.95
H -2.41 1.45 7.39
H -1.53 1.79 5.13